A single C6H11ISi molecule, computed with ωB97M-V/def2-TZVPD.

Summary:
- SMILES: C=CC(C=C)C[SiH2]I
- HOMO: -0.349 Eh
- Gap between HOMO and LUMO: 10.128 eV
- F_max: 4.53 eV/A
- E_tot: -22376.731 eV

Each line ends with the Mulliken charge.
Geometry (Å):
C (-2.0882, 1.2817, 1.7619)  -0.8790
C (0.2506, 1.0129, -2.1421)  -0.7135
C (-1.5686, 0.4701, 0.8716)  -0.5561
C (-0.4205, 0.3438, -1.2347)  -0.4259
C (0.2853, -1.1261, 0.5915)  -1.0828
C (-0.2029, 0.3414, 0.3305)  0.8253
Si (2.1101, -1.6076, -0.1142)  0.4611
I (3.4626, 0.2825, 0.2280)  -0.0750
H (-3.0882, 1.4391, 2.0640)  0.2895
H (-1.4323, 2.0205, 2.3307)  0.1927
H (-0.1163, 0.9210, -3.2284)  0.1910
H (1.0188, 1.6048, -1.8567)  0.3485
H (-2.3941, -0.0114, 0.4361)  0.2493
H (-1.1227, -0.4049, -1.6155)  0.2294
H (-0.2769, -1.9335, 0.2031)  0.4177
H (0.0985, -1.1739, 1.7337)  0.3703
H (0.5972, 0.9596, 0.7876)  0.4759
H (2.0285, -1.6858, -1.5440)  -0.1001
H (2.8590, -2.7343, 0.3968)  -0.2184

A molecular structure, C6H11InO4, computed with ωB97M-V/def2-TZVPD.

Summary:
- HOMO (spin up / spin down): -0.513 / -0.513 Eh
- Charge: +1
- Spin multiplicity: 2
- Gap between HOMO and LUMO (spin up / spin down): 9.639 / 8.327 eV
- F_max: 5.28 eV/A
- E_tot: -19754.672 eV
- ⟨S²⟩: 0.754

Each line ends with the Mulliken charge.
Geometry (Å):
In (3.0443, -28.1179, -12.1217)  0.9541
C (3.4574, -23.0487, -11.7152)  -1.0149
C (3.0450, -24.0357, -10.6857)  -0.1219
O (3.3389, -25.3942, -11.0640)  -0.2936
H (3.3715, -21.9639, -11.6530)  0.3579
H (2.8929, -23.2538, -12.6248)  0.2642
H (4.4904, -23.2930, -11.9630)  0.2881
H (1.9666, -23.9887, -10.5344)  0.2894
H (3.6060, -23.6875, -9.8184)  0.2348
C (6.2257, -26.3281, -7.0714)  -1.2514
C (5.7495, -27.8506, -7.2632)  0.3976
C (4.6984, -28.3468, -6.2778)  -0.4558
O (3.8067, -29.1387, -6.9997)  -0.2802
C (3.8455, -28.6362, -8.3305)  0.6146
O (3.2076, -28.9901, -9.3408)  -0.5410
O (5.1174, -27.9702, -8.4841)  -0.3193
H (6.7686, -25.9098, -7.9191)  0.3460
H (6.8176, -26.2395, -6.1605)  0.3537
H (5.3096, -25.7465, -6.9682)  0.3162
H (6.5883, -28.5289, -7.4192)  0.2771
H (4.1465, -27.5537, -5.7734)  0.3036
H (5.0377, -29.0877, -5.5539)  0.2806

A gas-phase ion, C6H11N (charge -1), computed with ωB97M-V/def2-TZVPD.

Summary:
- HOMO (spin up / spin down): 0.016 / -0.074 Eh
- Charge: -1
- Spin multiplicity: 2
- Gap between HOMO and LUMO (spin up / spin down): 3.740 / 6.068 eV
- F_max: 3.83 eV/A
- E_tot: -7886.751 eV
- ⟨S²⟩: 0.787

Each line ends with the Mulliken charge.
Geometry (Å):
C (-0.1446, 2.6460, 0.0525)  -0.7745
N (0.9603, 1.6383, -0.2867)  -0.3713
C (0.7288, 0.2464, -0.0242)  0.4880
C (-0.5244, -0.2849, 0.2825)  -0.5634
C (-0.8405, -1.7415, 0.0574)  -0.1944
C (-2.0722, -2.1630, 0.6103)  -1.0355
C (1.7880, -0.6596, -0.4826)  -1.1906
H (-1.1039, 2.0925, 0.1795)  0.2195
H (0.1007, 3.1989, 0.9527)  0.1948
H (-0.2732, 3.3332, -0.7905)  0.3491
H (1.2361, 1.7470, -1.2450)  0.2304
H (-1.0742, 0.2286, 1.0421)  0.2454
H (-0.1775, -2.4783, -0.5434)  0.1349
H (-2.4702, -3.1679, 0.4477)  0.2810
H (-2.3067, -1.7024, 1.6108)  0.1034
H (2.7017, -0.5055, -0.0815)  0.4555
H (1.8242, -0.6853, -1.6044)  0.1611
H (1.6475, -1.7427, -0.1770)  0.2667

A gas-phase ion, C6H11N (charge -1), computed with ωB97M-V/def2-TZVPD.

Summary:
- HOMO (spin up / spin down): 0.052 / -0.144 Eh
- Charge: -1
- Spin multiplicity: 2
- Gap between HOMO and LUMO (spin up / spin down): 2.256 / 7.464 eV
- F_max: 2.35 eV/A
- E_tot: -7887.550 eV
- ⟨S²⟩: 0.750

Each line ends with the Mulliken charge.
Geometry (Å):
C (-1.5765, -0.2544, -0.3127)  0.5433
C (-1.7813, -0.6548, 0.9285)  -3.1096
N (-2.6773, -1.5934, 1.4192)  -1.1844
C (-0.4745, 0.6644, -0.7757)  -0.5567
C (0.9412, 0.2865, -0.7202)  -0.1566
C (2.0063, 1.0396, -0.4699)  -0.0449
C (3.4448, 0.6342, -0.3214)  -1.4184
H (-2.2841, -0.4754, -1.1018)  0.2375
H (-1.0957, -0.3904, 1.7270)  0.4649
H (-2.6841, -1.7025, 2.4241)  1.3479
H (-3.3073, -2.0900, 0.8066)  0.7372
H (-0.6818, 0.9402, -1.8281)  0.3026
H (-0.6070, 1.6622, -0.3276)  0.2700
H (1.1033, -0.7936, -0.7865)  0.1870
H (1.8467, 2.0866, -0.2044)  0.3679
H (4.0490, 1.2804, -0.9666)  0.3489
H (3.6028, -0.3805, -0.6915)  0.3382
H (3.7826, 0.7339, 0.7090)  0.3250

Asked for relative energy (zero: lowest compared OMol25 entry of this formula, charge and spin) across the records above, the calculation gives 6.53; 19.38; 39.52; 21.09 kcal/mol in order.